1.
Below is an isolated molecule of C4H3ClOS2, with properties calculated with ωB97M-V/def2-TZVPD.

Cartesian coordinates (Å):
C 1.35 0.34 -0.95
C 0.55 -0.03 0.01
C -1.71 -0.64 -0.47
C 0.51 0.44 1.42
H 1.22 -0.29 -1.87
H -2.09 0.20 0.24
H 1.11 1.30 1.76
O -0.43 -0.94 -0.45
S -2.73 -1.50 -1.48
S -0.30 -0.39 2.63
Cl 2.52 1.52 -0.84

The SMILES is S=CO/C(C=S)=C/Cl. The calculation puts the relative energy (zero: lowest compared OMol25 entry of this formula, charge and spin) at 235.2 kJ/mol. As for the HOMO-LUMO gap: 7.2700 eV. The calculation puts the HOMO energy at -9.0 eV. Its calculated total energy is -1485.9298 Eh. As for the maximum force: 2.9 eV Å⁻¹.

Atom charges from the Mulliken analysis, given in e for atoms 1 to 2:
1. C -0.0754
2. C 0.4675

2.
Below is a structure of composition C4H3CoLi2O2, with properties calculated with ωB97M-V/def2-TZVPD.

Cartesian coordinates (Å):
C 0.42 -1.29 -1.05
O -0.44 -1.93 -1.74
Co 0.52 1.87 -0.67
Li -2.13 -2.40 -1.68
H -0.83 0.05 -0.17
C 0.16 -0.40 -0.01
C 0.99 0.09 1.12
C 0.72 1.34 1.62
O 1.17 2.54 1.03
Li -2.17 0.40 -0.22
H 1.41 -1.77 -0.78
H 0.17 1.50 2.55

The calculation puts the relative energy (zero: lowest compared OMol25 entry of this formula, charge and spin) at 0.0 kJ/mol. As for the HOMO-LUMO gap (spin up / spin down): 4.7985 / 6.6317 eV. The calculation puts the HOMO energy (spin up / spin down) at -10.3 / -12.3 eV. Its calculated total energy is -1702.0298 Eh. Its spin multiplicity is 6. Its total charge is +1. As for the maximum force: 4.1 eV Å⁻¹.

Atom charges from the Mulliken analysis, given in e for atoms 1 to 2:
1. C 0.1717
2. O -0.7399